This record from the Open Molecules 2025 dataset describes a structure of composition C27H26BCoF4N5OPS. The level of theory is ωB97M-V/def2-TZVPD.

Calculated values
maximum force: 0.03438 Eh/bohr
relative energy (zero: lowest compared OMol25 entry of this formula, charge and spin): 166.95 kJ/mol
E: -107206.474 eV
gap between HOMO and LUMO (alpha / beta): 8.0 / 5.5 eV
total charge: +2
multiplicity: 5
LUMO energy (alpha / beta): -6.320 / -8.809 eV

Last column: Mulliken charge in e.
CARTESIAN COORDINATES (ANGSTROEM)
Co 1.366 0.373 0.695  0.203
C 0.589 1.947 4.690  -1.568
C 0.904 1.762 3.248  0.742
N 1.667 0.884 2.738  0.443
N 2.472 0.005 3.358  -0.563
C 3.481 -0.476 2.583  0.349
N 4.297 -1.379 3.074  -0.277
S 3.716 0.169 1.017  -0.349
C 0.418 2.708 2.210  0.689
C -0.231 3.892 2.514  -0.716
C -0.447 4.824 1.503  -0.599
C -0.010 4.544 0.221  -0.825
C 0.570 3.307 -0.022  -0.276
N 0.766 2.408 0.937  0.076
H 1.209 1.320 5.327  0.369
H -0.459 1.694 4.869  0.386
H 0.735 2.983 4.993  0.407
H 2.322 -0.308 4.307  0.233
H 4.135 -1.842 3.955  0.225
H 4.980 -1.788 2.456  0.290
H -0.558 4.104 3.522  0.470
H -0.929 5.765 1.732  0.473
H -0.124 5.261 -0.579  0.503
H 0.882 3.031 -1.022  0.423
O -1.544 0.056 2.120  -0.503
N -1.572 0.294 0.784  0.368
C -2.189 1.317 0.349  -1.114
C -2.068 1.574 -1.069  0.331
C -2.768 2.596 -1.702  -0.898
C -2.635 2.773 -3.071  -0.800
C -1.797 1.941 -3.802  -0.767
C -1.081 0.926 -3.178  -0.898
C -1.213 0.737 -1.809  0.416
P -0.413 -0.614 -0.914  2.860
C 0.874 -1.256 -2.037  0.870
C 0.741 -2.492 -2.667  -0.670
C 1.710 -2.882 -3.577  -0.849
C 2.823 -2.082 -3.808  -0.584
C 2.978 -0.873 -3.139  -0.983
C 2.006 -0.461 -2.251  0.023
C -1.686 -1.902 -0.795  1.009
C -2.637 -1.999 -1.812  -0.578
C -3.628 -2.964 -1.735  -0.700
C -3.685 -3.825 -0.648  -0.752
C -2.740 -3.727 0.363  -1.075
C -1.740 -2.771 0.293  -0.137
H -1.399 -0.901 2.199  0.417
H -2.772 1.962 1.003  0.499
H -3.418 3.240 -1.121  0.530
H -3.190 3.556 -3.568  0.465
H -1.705 2.080 -4.871  0.484
H -0.439 0.277 -3.761  0.562
H -0.103 -3.134 -2.454  0.474
H 1.603 -3.826 -4.094  0.450
H 3.580 -2.408 -4.509  0.434
H 3.860 -0.269 -3.304  0.482
H 2.108 0.492 -1.733  0.386
H -2.608 -1.330 -2.662  0.430
H -4.357 -3.044 -2.530  0.468
H -4.462 -4.575 -0.594  0.435
H -2.774 -4.403 1.207  0.488
H -0.979 -2.740 1.060  0.111
F 1.975 -3.480 2.290  -0.272
B 1.568 -3.056 1.068  0.227
F 0.512 -3.691 0.518  -0.249
F 2.574 -2.778 0.190  -0.255
F 0.937 -1.528 1.444  -0.242